This record from OMol25 describes a molecular structure, C25H47BMnN8Si4. The level of theory is the ωB97M-V functional and the def2-TZVPD basis.

```
86
C25H47BMnN8Si4 (the ωB97M-V functional and the def2-TZVPD basis)
Mn -0.17535 0.21323 -0.22215
C -1.92308 -0.31142 2.97886
C -2.69602 -0.29203 1.70517
C -4.07468 -0.23504 1.50293
C -4.23135 -0.28032 0.13212
N -3.02321 -0.37897 -0.44052
N -2.06891 -0.36521 0.52826
B -2.64478 -0.33640 -1.95828
N -1.48412 -1.35598 -2.23300
C -1.49776 -2.34668 -3.13504
C -0.28647 -3.00776 -3.08786
C 0.44811 -2.34310 -2.10825
C 1.81910 -2.63180 -1.60253
N -0.27965 -1.34376 -1.60057
N -2.12039 1.10088 -2.25294
C -2.55213 2.05473 -3.08561
C -1.78902 3.19078 -2.89220
C -0.88162 2.85309 -1.89749
C 0.18952 3.68700 -1.28178
N -1.08136 1.58664 -1.50932
N -3.82490 -0.73586 -2.79043
C -4.65397 -1.80101 -2.58362
C -5.31722 -2.05034 -3.74954
C -4.81843 -1.09064 -4.66553
C -5.19761 -0.89592 -6.09449
N -3.91292 -0.32426 -4.08864
H -2.17919 0.53882 3.61170
H -2.12641 -1.22263 3.54310
H -0.85245 -0.27930 2.75826
H -4.85007 -0.18143 2.24688
H -5.12523 -0.25007 -0.46746
H -2.36266 -2.51721 -3.75514
H 0.01981 -3.85133 -3.68118
H 1.86677 -3.62503 -1.15391
H 2.55793 -2.59405 -2.40353
H 2.09944 -1.89820 -0.84230
H -3.35913 1.84554 -3.76532
H -1.88230 4.13196 -3.40487
H 0.05395 4.73395 -1.54368
H 0.15449 3.60739 -0.19253
H 1.17921 3.38471 -1.63379
H -4.69950 -2.30928 -1.63449
H -6.06358 -2.80546 -3.92758
H -6.27061 -0.73307 -6.19296
H -4.67269 -0.03764 -6.50783
H -4.94406 -1.77579 -6.68668
C 3.25434 2.65152 4.11582
Si 2.00093 2.08405 2.87123
C 2.63187 2.77859 1.18944
C 0.25858 2.59824 3.21191
Si 2.11879 0.43273 1.09975
Si 2.40571 -0.47855 3.51281
C 1.24748 -0.22090 4.94748
C 4.16403 -0.62513 4.07504
C 1.89746 -1.96886 2.47155
Si 4.36925 0.01753 0.26673
C 5.63303 1.13823 1.06340
C 4.10133 0.49561 -1.51994
C 4.84103 -1.77531 0.45362
H 3.18340 3.74411 4.13353
H 4.27303 2.38331 3.84008
H 3.05083 2.29965 5.12626
H 2.03077 3.69415 1.14656
H 2.51646 2.37987 0.17141
H 3.68154 3.03234 1.32011
H 0.24986 3.68784 3.31376
H -0.12284 2.18232 4.14359
H -0.42161 2.32408 2.40419
H 1.46924 0.66730 5.53830
H 1.40918 -1.08237 5.60466
H 0.19712 -0.20898 4.66570
H 4.45291 0.15844 4.77415
H 4.88926 -0.65963 3.26501
H 4.22724 -1.57704 4.61372
H 1.17357 -1.85188 1.65951
H 1.41190 -2.64671 3.18211
H 2.78301 -2.46771 2.07976
H 5.60780 2.14227 0.63889
H 6.62328 0.73064 0.84080
H 5.55625 1.20883 2.14834
H 3.86021 1.55406 -1.64029
H 3.32443 -0.09517 -2.00733
H 5.03521 0.32500 -2.06356
H 5.07684 -2.05670 1.48040
H 5.75652 -1.91738 -0.12905
H 4.10004 -2.46956 0.05957
```

## Properties
HOMO level (alpha / beta)   -13.122 / -13.123 eV
Frontier orbital gap (alpha / beta)   6.87 / 6.69 eV
Total charge   +2
Spin multiplicity   6
Relative energy (zero: lowest compared OMol25 entry of this formula, charge and spin)   0.0 kJ/mol
Expectation value of S²   8.759
E_tot   -3752.3769 a.u.

This record from OMol25 describes a molecular structure, C25H47Cl24N2O2P. The level of theory is the ωB97M-V functional and the def2-TZVPD basis.

```
101
C25H47Cl24N2O2P (the ωB97M-V functional and the def2-TZVPD basis)
C 0.75153 -3.17509 0.79268
C 0.29070 -2.39001 -0.30499
C -0.45493 -1.64604 -1.57444
C -1.71439 -0.75641 -1.00877
C -2.27780 0.37966 -2.05069
P -2.41717 2.14241 -1.33174
C -0.84909 2.46141 -0.22030
C 0.56228 2.11306 -0.98273
C 1.66097 1.74572 0.22334
C 3.15448 1.38367 -0.34813
N 3.13469 -0.08262 -0.76467
N -3.78355 2.33433 -0.20582
C -4.95623 3.07146 -0.81036
C -5.99528 2.50804 -1.94545
O -5.20388 4.31752 -0.33009
C -4.17873 1.04662 0.47926
C -3.83368 0.95387 2.11215
O -4.79045 -0.00260 -0.07495
H 1.40840 -3.95960 1.39977
H 0.35077 -0.97660 -2.13013
H -0.78465 -2.49911 -2.33847
H -2.61414 -1.52269 -0.84143
H -1.47753 -0.28442 0.06119
H -1.48335 0.43674 -2.93900
H -3.29868 0.06538 -2.58051
H -0.88308 3.59472 0.07886
H -0.91463 1.72670 0.71023
H 0.48849 1.26897 -1.79315
H 0.95273 3.11595 -1.45665
H 1.20103 0.94738 0.94889
H 1.75660 2.74723 0.85589
H 3.55348 2.09368 -1.18840
H 3.89601 1.46190 0.57466
H 2.15395 -0.24518 -1.13054
H 3.19785 -0.69915 0.09561
H -6.15703 1.34511 -1.84476
H -7.05838 3.01221 -1.74300
H -5.64840 2.85745 -3.00951
H -3.44013 2.02763 2.45167
H -2.97062 0.19361 2.33735
H -4.82544 0.76340 2.70723
C -2.59794 -5.10810 -2.86703
Cl -1.24708 -5.57770 -3.90614
Cl -2.06946 -4.89744 -1.19329
H -3.01487 -4.16544 -3.22979
H -3.36254 -5.88789 -2.90327
C -2.89794 6.97016 -0.29747
Cl -1.54708 6.50056 -1.33657
Cl -2.36946 7.18082 1.37627
H -3.31487 7.91282 -0.66023
H -3.66254 6.19037 -0.33371
C 3.01434 5.76823 1.46625
Cl 3.71957 4.14721 1.46100
Cl 1.32994 5.73069 0.93105
H 3.05628 6.17118 2.48109
H 3.58798 6.40801 0.79126
C 0.82064 -3.46080 -6.65164
Cl -0.17949 -2.80573 -5.34945
Cl 2.10323 -2.32948 -7.09902
H 1.27318 -4.39708 -6.31606
H 0.19055 -3.64767 -7.52461
C 6.94708 -0.33983 0.47078
Cl 6.88798 1.41041 0.71210
Cl 5.58620 -1.13805 1.26824
H 6.90661 -0.55288 -0.60020
H 7.88024 -0.72532 0.88863
C 4.30206 0.26826 -8.37649
Cl 5.65292 -0.20134 -9.41559
Cl 4.83054 0.47892 -6.70275
H 3.88513 1.21092 -8.73925
H 3.53746 -0.51153 -8.41273
C 6.87879 -4.47195 -0.46583
Cl 5.22685 -3.91402 -0.75712
Cl 8.03016 -3.13498 -0.57510
H 6.93548 -4.90947 0.53387
H 7.13683 -5.22575 -1.21363
C 0.15251 -3.87642 4.62000
Cl 1.07223 -5.38611 4.62222
Cl 0.43294 -2.96309 3.13262
H -0.91232 -4.10840 4.69962
H 0.46275 -3.26951 5.47405
C -2.04384 10.89777 -2.07382
Cl -3.68947 10.96614 -2.71592
Cl -1.94073 9.78270 -0.70595
H -1.36819 10.55717 -2.86218
H -1.74967 11.89638 -1.74178
C -2.26547 -3.97065 7.76133
Cl -0.64692 -3.26170 7.70886
Cl -2.44194 -5.24338 6.54722
H -2.43449 -4.39855 8.75247
H -3.00307 -3.18834 7.56654
C 4.09626 -6.23020 2.11791
Cl 3.20268 -5.63368 0.71408
Cl 5.60057 -7.01798 1.62645
H 4.33309 -5.38826 2.77294
H 3.47551 -6.95185 2.65447
C -6.20374 -3.20255 8.16876
Cl -5.46196 -4.27786 9.35978
Cl -4.98803 -2.18563 7.38581
H -6.70586 -3.80596 7.40863
H -6.93229 -2.56247 8.67226
```

## Properties
HOMO level   -8.297 eV
Frontier orbital gap   8.24 eV
Relative energy (zero: lowest compared OMol25 entry of this formula, charge and spin)   963.5 kJ/mol
E_tot   -12626.2489 a.u.

This record from OMol25 describes a molecular structure, C25H47ClErINO3Si2. The level of theory is the ωB97M-V functional and the def2-TZVPD basis.

```
81
C25H47ClErINO3Si2 (the ωB97M-V functional and the def2-TZVPD basis)
O 1.79070 0.73329 -0.10146
O 2.58484 -0.76322 -1.64367
C 1.71794 2.22190 -0.12087
C 1.35162 2.83611 1.19657
H 0.96256 2.42961 -0.88206
H 2.72114 2.51259 -0.47819
H 0.38206 2.49193 1.58712
H 1.28538 3.92016 1.06686
H 2.13842 2.64248 1.93928
C 2.19850 0.14957 1.20629
C 3.66002 0.39107 1.45250
H 1.90259 -0.89208 1.10879
H 1.60341 0.55838 2.03608
H 4.20051 0.13975 0.53562
H 3.98665 -0.25613 2.27793
H 3.85769 1.44193 1.68428
C 2.79301 -2.17877 -1.84559
C 3.57472 0.11639 -2.23967
C 3.40672 -2.80610 -0.60411
H 3.43251 -2.35125 -2.72305
H 1.78046 -2.56801 -2.00466
H 4.41118 -2.39425 -0.37027
H 3.53057 -3.89107 -0.76822
H 2.75064 -2.67472 0.28709
C 5.01666 -0.27368 -1.94134
H 3.40114 1.13364 -1.86735
H 3.39804 0.12999 -3.32589
H 5.21430 -0.31613 -0.84761
H 5.70819 0.47990 -2.37082
H 5.25450 -1.25003 -2.41049
H 1.43092 -0.03617 -0.80296
Er -1.86870 -0.39569 0.40556
C -0.10147 -0.61289 -1.46504
Si 0.02565 -0.28114 -3.35112
H -0.25032 -1.69917 -1.34796
H -0.99820 0.05835 -1.37801
C 0.68795 1.44422 -3.66425
C -1.72081 -0.15034 -4.04541
C 0.91933 -1.45338 -4.50525
C -2.10835 1.72647 -0.63918
Si -3.87581 1.50748 -0.13292
H -2.00765 1.97131 -1.70653
H -1.60954 2.53914 -0.08536
C -5.00751 1.25959 -1.60303
C -4.46985 2.97249 0.84794
C -4.02951 -0.08593 0.96666
H 0.70295 -1.25149 -5.56009
H 0.62227 -2.49256 -4.34691
H 2.01222 -1.43877 -4.44384
H 0.05857 2.20933 -3.19969
H 0.70326 1.66454 -4.73733
H 1.71089 1.61276 -3.31080
H -2.42695 0.30242 -3.34810
H -2.12529 -1.12395 -4.32529
H -1.75701 0.46756 -4.94997
H -4.14904 3.89132 0.33310
H -4.04582 2.97688 1.86079
H -5.56935 2.95976 0.91222
H -3.95039 0.12239 2.04804
H -3.53399 -1.10136 0.75324
H -5.04968 -0.39594 0.73222
H -6.01144 1.63362 -1.35316
H -5.08955 0.20192 -1.89161
H -4.62138 1.83079 -2.45828
Cl -1.95942 -1.78637 7.24745
C -1.73634 -0.96859 5.76005
C -2.05040 0.37732 5.62208
C -1.86626 1.05348 4.40417
I -2.51027 3.03996 4.26476
C -1.38718 0.35468 3.27400
O -1.31334 0.84930 2.03450
C -1.14056 -1.05719 3.40481
N -0.97195 -1.73565 2.21932
C -0.63731 -3.03804 2.24821
C -0.59104 -3.73460 3.44829
C -0.95659 -3.10632 4.62877
C -1.25030 -1.73287 4.65087
H -2.45329 0.87688 6.50117
H -0.39592 -3.48233 1.28812
H -0.28165 -4.77998 3.41738
H -1.01127 -3.67651 5.54530
```

## Properties
HOMO level (alpha / beta)   -10.290 / -10.286 eV
Frontier orbital gap (alpha / beta)   6.89 / 6.89 eV
Total charge   +1
Spin multiplicity   4
Relative energy (zero: lowest compared OMol25 entry of this formula, charge and spin)   532.4 kJ/mol
Expectation value of S²   3.754
E_tot   -3612.8820 a.u.

This record from OMol25 describes a molecular structure, C25H47ClFeN16O11. The level of theory is the ωB97M-V functional and the def2-TZVPD basis.

```
101
C25H47ClFeN16O11 (the ωB97M-V functional and the def2-TZVPD basis)
Fe -4.45969 11.71094 30.71263
C -2.25161 9.12518 33.37634
C -3.69412 9.69449 33.48092
C -4.09671 10.17905 34.84613
O -3.87287 10.67614 32.47037
H -1.43884 9.84387 33.27160
H -2.18302 8.39060 32.57397
H -2.03996 8.61060 34.31364
H -4.37839 8.87414 33.26435
H -5.15698 10.35702 35.02575
H -3.56490 11.10212 35.07681
H -3.69130 9.56287 35.64866
Cl -5.74797 10.08138 29.43579
C -9.30717 9.05959 33.57361
C -8.05162 8.76752 33.10411
C -7.89685 7.59887 32.36444
C -8.95094 6.67424 32.15436
C -10.21828 6.99831 32.74885
C -10.35077 8.12802 33.52372
C -11.44701 6.18683 32.68529
O -12.53530 6.44896 33.32787
C -11.32429 4.89307 31.91209
C -12.37129 3.93680 31.79061
C -12.20528 2.74790 31.10171
C -11.04665 2.41681 30.55947
C -10.00970 3.36802 30.50765
C -10.12956 4.56184 31.26426
C -8.83641 5.45555 31.24858
O -7.76725 5.13259 30.64611
H -9.43893 9.95008 34.17032
H -7.18524 9.39423 33.25588
H -6.95573 7.39373 31.87595
H -11.31646 8.42645 33.90422
H -13.22160 3.94581 32.45641
H -12.97462 1.99017 31.08322
H -10.95886 1.46858 30.05001
H -9.14779 3.18112 29.88430
C -9.81204 9.22153 28.97576
O -10.92054 8.75774 28.88301
N -8.94787 9.21648 28.01636
N -9.23797 9.55501 30.06709
H -8.07763 9.68399 28.22661
H -9.36899 8.96326 27.13395
H -8.22925 9.55437 30.01614
H -9.71085 9.22029 30.89440
C -3.14981 14.15467 32.97313
O -3.40087 13.59558 31.95320
N -2.82712 13.58615 34.10230
N -3.24036 15.43932 32.98569
H -2.78604 14.20388 34.90030
H -2.84789 12.57916 34.17741
H -3.01999 16.03770 33.76894
H -3.33643 15.91666 32.10080
C -4.27653 8.60784 25.50240
O -3.95377 8.73973 24.32745
N -4.81082 9.57260 26.29442
N -4.04299 7.50026 26.13445
H -5.35647 10.31579 25.88206
H -5.06871 9.29782 27.23148
H -3.87615 6.75928 25.46870
H -4.25341 7.30323 27.10244
C -7.03765 12.52277 32.52961
O -6.15930 12.71900 31.69467
N -6.73533 12.22553 33.72337
N -8.28022 12.29716 32.26894
H -7.43852 12.17763 34.44678
H -5.74953 12.12267 33.91761
H -8.62073 12.15915 31.32813
H -8.82554 11.93079 33.03608
C -1.49789 11.01457 29.65930
O -2.68884 11.32790 29.55901
N -1.08623 10.37818 30.67406
N -0.59550 11.21191 28.74724
H -0.11633 10.17687 30.87120
H -1.81990 9.90970 31.18625
H -0.94262 11.50821 27.84623
H 0.33236 11.49777 29.02555
C -4.96614 14.42564 28.86175
O -4.75284 13.21562 29.07252
N -5.12246 14.97984 27.75516
N -5.04040 15.33982 29.80294
H -5.39374 15.94666 27.86365
H -5.42736 14.36788 27.01178
H -5.03563 14.87437 30.69927
H -5.33438 16.30057 29.69985
C -9.75040 13.93492 27.49009
O -9.39353 13.80583 26.34828
N -9.94683 15.13254 27.92930
N -10.04295 12.93964 28.30971
H -10.21564 15.32572 28.88351
H -9.65430 15.85588 27.28798
H -9.92544 11.98840 27.99122
H -9.87590 13.21572 29.26676
C -4.06245 6.36330 29.22245
O -3.46374 5.33985 28.99257
N -3.72217 7.58938 29.20205
N -5.30425 6.25796 29.57171
H -4.42313 8.29723 29.36846
H -2.81333 7.83386 28.83551
H -5.80151 7.13658 29.54249
H -5.55759 5.28198 29.51355
```

## Properties
HOMO level (alpha / beta)   -8.195 / -7.927 eV
Frontier orbital gap (alpha / beta)   6.92 / 6.65 eV
Spin multiplicity   5
Relative energy (zero: lowest compared OMol25 entry of this formula, charge and spin)   0.0 kJ/mol
Expectation value of S²   6.007
E_tot   -4408.7006 a.u.

This record from OMol25 describes 3 unconnected molecules or ions with the total composition C25H47F3N3O4SSi. The level of theory is the ωB97M-V functional and the def2-TZVPD basis.

```
84
C25H47F3N3O4SSi (the ωB97M-V functional and the def2-TZVPD basis)
C 0.38706 -4.45173 0.96902
N 0.38723 -3.28966 0.06156
C 1.31604 -2.38237 0.13675
N 2.29892 -2.40942 1.14864
S 3.80856 -2.98082 0.57773
C 2.24330 -1.00158 1.55130
C 2.26363 -0.29943 0.15612
N 1.45669 -1.26819 -0.62330
C 1.62428 -1.36752 -2.09610
C 2.61897 -0.37742 -2.61910
F 3.89782 -0.82079 -2.31608
C -0.71231 -3.19180 -0.93756
F -0.22613 -3.47564 -2.14928
F -1.53274 -4.21372 -0.62560
C -1.50172 -1.89717 -0.85203
C -2.03010 -1.35430 -2.19574
Si -3.69616 -0.51427 -1.83426
C -4.29865 0.48978 -3.31372
C -3.37545 0.66364 -0.40534
C -4.91780 -1.84427 -1.32418
C -5.39841 -2.72360 -2.31192
C -6.32394 -3.70733 -1.98072
C -6.76731 -3.81995 -0.66454
C -6.29733 -2.96360 0.33098
C -5.37077 -1.97909 -0.00287
H -0.48679 -4.41771 1.60543
H 0.39141 -5.35087 0.36542
H 1.28720 -4.44194 1.56460
H 4.10877 -3.75467 1.63429
H 3.07314 -0.72037 2.18074
H 1.26594 -0.75731 1.96094
H 1.74764 0.65219 0.15085
H 3.30301 -0.20635 -0.14188
H 0.66958 -1.16586 -2.57969
H 1.90642 -2.36726 -2.41017
H 2.48183 0.63338 -2.24201
H 2.55270 -0.33500 -3.70334
H -2.35818 -2.13634 -0.22188
H -0.96018 -1.11330 -0.33600
H -1.35010 -0.59324 -2.57565
H -2.13469 -2.13502 -2.94333
H -5.22587 0.07267 -3.69503
H -3.53424 0.46857 -4.08637
H -4.48034 1.51085 -2.99599
H -3.29257 0.17270 0.56267
H -2.44500 1.21024 -0.55945
H -4.16251 1.41074 -0.33683
H -5.05372 -2.59739 -3.33008
H -6.68946 -4.36998 -2.74924
H -7.48009 -4.58800 -0.40569
H -6.66086 -3.09792 1.33734
H -5.00244 -1.30456 0.75736
C 6.38358 4.35564 -1.61655
O 6.09545 4.35857 -0.22799
C 4.71278 4.29252 0.06496
C 4.30743 2.90218 0.49936
O 4.41937 1.96223 -0.56419
C 5.58465 1.15337 -0.47685
H 7.45784 4.22326 -1.72712
H 5.87013 3.54087 -2.13337
H 6.10003 5.31067 -2.06968
H 4.11595 4.61248 -0.79462
H 4.51938 4.98698 0.88843
H 3.25552 2.92133 0.80800
H 4.90815 2.58523 1.35680
H 5.48254 0.42808 0.34084
H 6.48566 1.74795 -0.31780
H 5.67867 0.60963 -1.41322
C -0.46906 1.69819 1.54271
O -1.73476 2.09618 2.00896
C -2.06247 1.54060 3.27790
C -1.88183 2.54446 4.39217
O -0.51411 2.87780 4.56796
C -0.16560 4.13837 4.01859
H -0.23012 2.30807 0.67073
H 0.30804 1.84182 2.29985
H -0.48884 0.63957 1.23489
H -1.46041 0.64715 3.47379
H -3.11372 1.23880 3.23659
H -2.23266 2.09712 5.32681
H -2.47943 3.43956 4.19959
H -0.58506 4.94951 4.62093
H -0.51150 4.23823 2.98656
H 0.92012 4.21559 4.03824
```

## Properties
HOMO level   -11.373 eV
Frontier orbital gap   8.20 eV
Total charge   +1
E_tot   -2432.9766 a.u.